Here is 7 unconnected molecules or ions with the total composition C38H80F6O19 from the OMol25 dataset. Energies are from the ωB97M-V functional and the def2-TZVPD basis.

Output
Total energy ... -3524.12456 Ha
SMILES string ... CCOC(=O)C(F)(F)F.CCOC(=O)C(F)(F)F.COCCOCCOC.COCCOCCOC.COCCOCCOC.COCCOCCOC.COCCOCCOC
Spin multiplicity ... 1

Each line ends with the Löwdin charge.
Atoms and positions in Å:
C: 2.8451 4.5856 -8.3549  -0.11
O: 2.7574 4.1682 -6.9997  -0.20
C: 1.7267 3.2362 -6.5832  -0.14
C: 0.9833 3.6810 -5.2432  -0.18
O: -0.1419 2.8805 -5.0159  -0.11
C: -1.2518 3.3847 -5.7006  -0.18
C: -2.5297 2.6228 -5.1819  -0.22
O: -2.4942 1.2942 -5.5776  -0.16
C: -3.5992 0.5929 -5.0405  -0.09
H: 3.7157 4.0353 -8.7119  0.08
H: 2.9656 5.6586 -8.5041  0.08
H: 2.0143 4.3306 -9.0128  0.08
H: 2.3006 2.3429 -6.3369  0.12
H: 0.9554 3.0373 -7.3273  0.11
H: 0.7612 4.7479 -5.2655  0.12
H: 1.6879 3.6459 -4.4122  0.12
H: -1.1675 3.3602 -6.7871  0.13
H: -1.5528 4.3669 -5.3363  0.11
H: -3.4157 3.2222 -5.3913  0.12
H: -2.3459 2.5763 -4.1085  0.10
H: -4.5434 1.0459 -5.3429  0.09
H: -3.5491 0.7357 -3.9611  0.06
H: -3.5900 -0.4762 -5.2529  0.09
C: -5.7330 2.3046 0.4035  -0.10
O: -4.8298 3.1164 -0.3391  -0.20
C: -5.4464 4.0526 -1.2511  -0.19
C: -4.3701 4.5790 -2.1790  -0.16
O: -5.0641 5.5556 -2.9997  -0.14
C: -4.3050 6.2265 -3.9890  -0.19
C: -4.3441 7.6900 -3.6392  -0.25
O: -3.3272 7.9276 -2.6948  -0.16
C: -3.3986 9.3417 -2.4240  -0.08
H: -5.3982 1.7409 1.2742  0.09
H: -6.0584 1.5709 -0.3340  0.07
H: -6.5956 2.8521 0.7833  0.08
H: -5.9977 4.8712 -0.7885  0.13
H: -6.2281 3.6054 -1.8653  0.12
H: -3.9507 3.7687 -2.7755  0.10
H: -3.4929 4.8625 -1.5974  0.13
H: -4.9076 6.0511 -4.8801  0.12
H: -3.3208 5.7772 -4.1211  0.12
H: -5.3909 7.9148 -3.4346  0.13
H: -4.1564 8.2485 -4.5562  0.12
H: -2.5627 9.5341 -1.7515  0.09
H: -4.3471 9.4704 -1.9026  0.09
H: -3.3630 9.8861 -3.3677  0.08
C: 1.7171 -7.3513 0.0347  -0.12
O: 2.8223 -6.7852 0.7158  -0.20
C: 3.4191 -7.6424 1.7730  -0.13
C: 4.2042 -6.8431 2.8901  -0.18
O: 3.5621 -5.9488 3.7778  -0.11
C: 3.4130 -4.7026 3.1903  -0.21
C: 2.9293 -3.8804 4.3492  -0.19
O: 2.8339 -2.5405 3.9524  -0.20
C: 2.1863 -1.5950 4.7943  -0.09
H: 1.0505 -8.1190 0.4278  0.09
H: 2.1398 -7.5864 -0.9421  0.09
H: 1.0887 -6.4854 -0.1736  0.06
H: 4.0810 -8.2855 1.1932  0.12
H: 2.7353 -8.3470 2.2464  0.11
H: 5.0694 -6.4025 2.3947  0.12
H: 4.6374 -7.6756 3.4445  0.12
H: 2.7280 -4.6799 2.3427  0.10
H: 4.3602 -4.3509 2.7814  0.13
H: 3.5240 -3.9439 5.2604  0.13
H: 1.9068 -4.1834 4.5748  0.13
H: 2.4193 -1.7231 5.8514  0.09
H: 1.1163 -1.7112 4.6221  0.06
H: 2.5177 -0.5573 4.7559  0.08
C: 4.3362 1.1540 2.6365  -0.08
O: 5.3148 0.4964 1.7892  -0.19
C: 6.1650 -0.4993 2.4476  -0.16
C: 6.8597 0.0437 3.7139  -0.16
O: 7.2137 1.4291 3.6484  -0.16
C: 8.3679 1.8968 3.0399  -0.19
C: 8.7708 3.3228 3.4675  -0.18
O: 9.1689 3.3818 4.8293  -0.17
C: 9.3180 4.6551 5.3076  -0.14
H: 4.9345 1.7529 3.3232  0.08
H: 3.6780 0.5098 3.2195  0.05
H: 3.7291 1.7144 1.9255  0.09
H: 6.7244 -0.8889 1.5970  0.12
H: 5.5930 -1.3456 2.8279  0.10
H: 7.7687 -0.5540 3.7808  0.12
H: 6.2356 -0.1886 4.5768  0.12
H: 8.1636 1.6293 2.0032  0.13
H: 9.2011 1.2367 3.2812  0.12
H: 7.9950 4.0273 3.1680  0.12
H: 9.6031 3.6596 2.8495  0.12
H: 8.9812 4.5920 6.3424  0.09
H: 8.7765 5.4693 4.8260  0.09
H: 10.3940 4.8217 5.3585  0.09
C: 0.0545 -4.4947 1.2054  -0.07
O: -0.2934 -4.2173 -0.1892  -0.19
C: -1.6481 -4.4903 -0.5251  -0.20
C: -1.8657 -4.2059 -1.9888  -0.21
O: -2.9657 -3.3599 -1.9457  -0.15
C: -3.5448 -3.2066 -3.2400  -0.16
C: -4.8959 -2.4227 -3.1915  -0.16
O: -4.6637 -1.2293 -2.4877  -0.17
C: -5.6553 -0.3648 -2.7087  -0.19
H: 0.1269 -5.5583 1.4323  0.07
H: -0.6195 -3.9688 1.8816  0.08
H: 1.0821 -4.1471 1.3116  0.07
H: -2.2693 -3.8636 0.1147  0.13
H: -1.8818 -5.5164 -0.2413  0.12
H: -1.9065 -5.2096 -2.4120  0.13
H: -1.0743 -3.6828 -2.5256  0.14
H: -3.5977 -4.1319 -3.8136  0.12
H: -2.7325 -2.7199 -3.7798  0.12
H: -5.5932 -2.9249 -2.5210  0.13
H: -5.3126 -2.3064 -4.1919  0.12
H: -6.1779 -0.3217 -3.6643  0.09
H: -5.2536 0.6254 -2.4936  0.08
H: -6.4893 -0.5424 -2.0296  0.09
C: -3.7017 -5.7423 6.8871  -0.06
C: -3.9338 -4.2233 6.8319  -0.25
O: -2.9639 -3.7387 5.9898  0.02
C: -3.0395 -2.4255 5.6529  -0.28
O: -3.8817 -1.6378 6.1328  0.12
C: -1.9124 -1.8999 4.6792  -0.56
F: -1.5950 -0.6382 4.9553  0.18
F: -0.8092 -2.6943 4.7039  0.13
F: -2.4465 -1.8447 3.4967  0.20
H: -4.5495 -6.0471 7.5007  0.07
H: -2.9307 -6.2061 7.5024  0.08
H: -3.8587 -6.2628 5.9424  0.08
H: -3.8977 -3.9177 7.8776  0.13
H: -4.9208 -3.9268 6.4768  0.13
C: -2.2628 1.1676 -1.2007  -0.03
C: -1.4287 -0.0826 -1.2832  -0.22
O: -0.8272 -0.1782 -0.0441  0.01
C: 0.5257 -0.1284 0.1572  -0.30
O: 1.2758 0.1899 -0.7525  0.14
C: 1.0740 -0.4563 1.5651  -0.55
F: 1.5281 0.7384 2.0294  0.14
F: 0.1446 -0.9236 2.3750  0.18
F: 1.9971 -1.3465 1.2825  0.20
H: -1.8943 1.9197 -0.5031  0.09
H: -3.2417 1.0814 -0.7290  0.06
H: -2.3559 1.4891 -2.2381  0.06
H: -0.6505 -0.0195 -2.0437  0.12
H: -1.9631 -0.9854 -1.5790  0.12

---

Here is 8 unconnected molecules or ions with the total composition C38H81INO29P7S from the OMol25 dataset. Energies are from the ωB97M-V functional and the def2-TZVPD basis.

Output
Total energy ... -6818.55649 Ha
SMILES string ... CC[C@@H](I)c1ccc2c(c1)Sc1ccccc1N2COC.COP(=O)(OC)OC.COP(=O)(OC)OC.COP(=O)(OC)OC.COP(=O)(OC)OC.COP(=O)(OC)OC.COP(=O)(OC)OC.COP(=O)(OC)OC
Spin multiplicity ... 1

Each line ends with the Löwdin charge.
Atoms and positions in Å:
C: -3.1425 -11.0662 2.1695  -0.20
C: -3.9317 -9.8152 1.7598  -0.30
C: -3.9787 -8.6533 2.8106  -0.60
I: -2.2024 -8.7164 4.0484  0.94
C: -4.0885 -7.3487 2.0225  -0.29
C: -5.0352 -7.2775 1.0036  -0.05
C: -5.2045 -6.1593 0.2135  0.00
C: -4.4259 -5.0098 0.4143  -0.20
C: -3.4799 -5.1000 1.4361  -0.43
C: -3.3068 -6.2284 2.2192  -0.11
S: -2.4550 -3.6722 1.6903  1.03
C: -2.1773 -3.2283 -0.0056  -0.45
C: -0.9446 -2.7866 -0.4379  -0.11
C: -0.7522 -2.4628 -1.7725  -0.08
C: -1.8261 -2.6101 -2.6304  -0.07
C: -3.0649 -3.0339 -2.1880  0.00
C: -3.2736 -3.3539 -0.8513  -0.21
N: -4.5195 -3.7870 -0.3148  0.01
C: -5.5805 -3.7560 -1.2770  -0.25
O: -5.8791 -2.4133 -1.5701  -0.15
C: -6.6971 -2.3019 -2.7245  -0.09
H: -3.4450 -11.8939 1.5193  0.07
H: -2.0748 -10.9493 2.0043  0.05
H: -3.3497 -11.4003 3.1851  0.05
H: -3.4411 -9.4140 0.8742  0.11
H: -4.9424 -10.1422 1.5154  0.10
H: -4.8158 -8.7878 3.4899  0.08
H: -5.6520 -8.1506 0.8369  0.11
H: -5.9779 -6.2147 -0.5408  0.10
H: -2.5420 -6.2012 2.9822  0.03
H: -0.1607 -2.7030 0.3056  0.10
H: 0.2249 -2.1048 -2.0659  0.10
H: -1.6673 -2.3802 -3.6763  0.11
H: -3.8614 -3.1129 -2.9125  0.11
H: -6.5113 -4.1740 -0.8738  0.14
H: -5.3660 -4.3395 -2.1891  0.13
H: -6.5381 -1.3011 -3.1253  0.09
H: -6.4439 -3.0336 -3.4955  0.09
H: -7.7463 -2.3636 -2.4183  0.09
C: 4.2280 3.4380 -2.8077  -0.11
O: 2.8933 2.9732 -3.0875  -0.28
P: 2.6569 1.2987 -3.2201  0.65
O: 2.6099 1.4089 -4.7309  -0.28
O: 1.1967 1.3609 -2.5518  -0.26
C: 0.3159 2.4242 -2.9107  -0.09
O: 2.5363 -0.3692 -3.2470  -0.26
C: 3.4242 -1.0681 -4.1233  -0.12
H: 4.2072 4.5228 -2.7476  0.09
H: 4.5797 3.0416 -1.8548  0.08
H: 4.9083 3.1374 -3.6084  0.08
H: 0.4879 2.7586 -3.9318  0.07
H: 0.4488 3.2585 -2.2234  0.09
H: -0.7059 2.0614 -2.8232  0.10
H: 4.4337 -0.6631 -4.0856  0.08
H: 3.0442 -1.0188 -5.1408  0.09
H: 3.4504 -2.1092 -3.8030  0.08
C: 8.2012 5.2431 2.5367  -0.09
O: 8.2216 6.1875 1.4413  -0.24
P: 6.7740 6.7906 0.8828  0.53
O: 6.5743 5.9857 -0.3534  -0.26
O: 7.4167 8.2426 0.6231  -0.25
C: 8.6026 8.3475 -0.1573  -0.11
O: 5.3345 7.5171 1.1153  -0.22
C: 4.1523 6.7012 1.0472  -0.10
H: 9.2269 4.9680 2.7656  0.09
H: 7.7452 5.6839 3.4246  0.08
H: 7.6472 4.3474 2.2455  0.09
H: 8.6584 7.5624 -0.9115  0.09
H: 9.4785 8.2990 0.4899  0.08
H: 8.5862 9.3160 -0.6530  0.09
H: 4.2936 5.7547 1.5659  0.08
H: 3.8907 6.5196 0.0073  0.09
H: 3.3383 7.2443 1.5230  0.08
C: -0.9883 5.5192 6.7699  -0.10
O: -0.5586 4.7901 5.6037  -0.23
P: 0.8735 5.2489 4.8993  0.51
O: 0.4040 6.0271 3.7219  -0.24
O: 1.3090 3.7435 4.5548  -0.25
C: 0.4127 2.9129 3.8168  -0.10
O: 2.4409 5.6633 5.0516  -0.25
C: 2.7562 7.0599 5.0126  -0.09
H: -1.9301 5.0930 7.1041  0.09
H: -0.2568 5.4298 7.5745  0.08
H: -1.1413 6.5723 6.5229  0.09
H: -0.2013 3.4956 3.1305  0.09
H: -0.2265 2.3573 4.5021  0.09
H: 1.0123 2.2071 3.2463  0.09
H: 2.0483 7.6490 5.5923  0.09
H: 2.7650 7.4035 3.9808  0.08
H: 3.7519 7.1933 5.4335  0.08
C: -2.6607 7.1238 -8.2729  -0.11
O: -2.7183 7.2798 -6.8430  -0.24
P: -1.4682 6.6319 -5.9556  0.51
O: -2.0847 5.3872 -5.4218  -0.25
O: -1.4477 7.8476 -4.9070  -0.25
C: -2.6528 8.2065 -4.2390  -0.11
O: 0.1265 6.4187 -5.7478  -0.22
C: 0.6826 5.1675 -6.1851  -0.09
H: -3.5389 7.6015 -8.6991  0.09
H: -1.7682 7.6020 -8.6799  0.08
H: -2.6669 6.0641 -8.5390  0.09
H: -3.3033 7.3441 -4.0928  0.09
H: -3.1791 8.9725 -4.8089  0.08
H: -2.3817 8.6160 -3.2681  0.09
H: 0.2769 4.8656 -7.1486  0.08
H: 0.4828 4.4005 -5.4424  0.07
H: 1.7589 5.2918 -6.2798  0.09
C: -11.2802 -7.5702 -4.1357  -0.11
O: -9.8409 -7.5184 -4.1699  -0.24
P: -9.1401 -6.5566 -5.3309  0.51
O: -8.7071 -7.5571 -6.3415  -0.25
O: -7.9613 -6.0663 -4.3556  -0.25
C: -7.1603 -7.0391 -3.6924  -0.11
O: -9.0839 -5.1344 -6.1146  -0.22
C: -9.7026 -5.0753 -7.4091  -0.10
H: -11.5737 -8.2321 -3.3255  0.09
H: -11.6997 -6.5801 -3.9503  0.08
H: -11.6673 -7.9662 -5.0774  0.09
H: -7.0662 -7.9502 -4.2825  0.09
H: -7.6058 -7.2618 -2.7214  0.08
H: -6.1709 -6.6171 -3.5223  0.08
H: -10.6599 -5.5923 -7.4237  0.08
H: -9.0364 -5.5103 -8.1505  0.09
H: -9.8641 -4.0262 -7.6477  0.09
C: 0.8624 -6.4021 2.1143  -0.10
O: 2.0737 -6.9315 1.5293  -0.24
P: 2.9058 -5.9960 0.4384  0.52
O: 2.5263 -6.6184 -0.8583  -0.25
O: 4.3418 -6.4636 0.9882  -0.25
C: 4.6303 -7.8550 1.0701  -0.11
O: 3.5376 -4.5554 0.0259  -0.22
C: 2.7889 -3.7609 -0.9031  -0.10
H: 0.4713 -7.1515 2.7968  0.04
H: 1.0721 -5.4883 2.6727  0.09
H: 0.1178 -6.2009 1.3397  0.08
H: 4.1071 -8.4199 0.2984  0.09
H: 4.3545 -8.2339 2.0545  0.08
H: 5.7031 -7.9777 0.9351  0.09
H: 1.7272 -3.7776 -0.6813  0.06
H: 2.9589 -4.1262 -1.9144  0.09
H: 3.1506 -2.7357 -0.8285  0.09
C: 6.1189 6.6196 9.7949  -0.12
O: 7.0644 5.9060 8.9818  -0.27
P: 6.4841 5.1759 7.5645  0.62
O: 6.4765 3.8098 8.2057  -0.26
O: 7.8467 5.4882 6.7634  -0.26
C: 9.1011 5.2860 7.4103  -0.10
O: 5.8046 4.6815 6.1367  -0.25
C: 4.6105 3.8911 6.2175  -0.12
H: 6.6503 7.0242 10.6527  0.09
H: 5.6707 7.4450 9.2391  0.08
H: 5.3368 5.9421 10.1472  0.08
H: 9.0500 4.4775 8.1389  0.09
H: 9.4195 6.2049 7.9010  0.08
H: 9.8273 5.0288 6.6416  0.09
H: 3.9217 4.2749 6.9669  0.08
H: 4.8740 2.8619 6.4508  0.09
H: 4.1254 3.9251 5.2462  0.07

---

Here is 6 unconnected molecules or ions with the total composition C38H85FN6O from the OMol25 dataset. Energies are from the ωB97M-V functional and the def2-TZVPD basis.

Output
Charge ... +4
Total energy ... -2001.20527 Ha
Spin multiplicity ... 1

Each line ends with the Löwdin charge.
Atoms and positions in Å:
F: 0.5359 -0.7971 0.9395  -0.54
C: 3.3274 -3.5467 3.2177  -0.06
C: 2.9173 -2.6545 4.3802  -0.14
N: 3.1437 -1.2471 4.0614  -0.03
C: 4.2656 -0.5069 4.3755  0.02
C: 4.0686 0.7227 3.8493  -0.01
N: 2.7881 0.7519 3.3373  -0.09
C: 2.2792 -0.4798 3.4241  -0.04
C: 2.2012 1.8877 2.6337  0.01
H: 2.8803 -3.2499 2.2695  0.06
H: 2.8797 -4.5244 3.4118  0.09
H: 4.4106 -3.6585 3.2212  0.08
H: 3.4413 -2.9451 5.2873  0.14
H: 1.8593 -2.8090 4.5872  0.13
H: 5.1397 -0.8768 4.8830  0.15
H: 4.6858 1.5996 3.7492  0.15
H: 1.2478 -0.6787 3.1728  0.15
H: 1.3886 1.4760 2.0324  0.06
H: 2.9444 2.3237 1.9714  0.10
H: 1.8085 2.6219 3.3324  0.11
C: -6.9957 5.6558 3.3259  -0.10
C: -7.1821 4.2114 3.7473  -0.24
C: -6.2247 3.1516 3.1920  -0.18
C: -4.7955 3.6472 3.1084  -0.13
N: -3.8086 2.6633 2.5398  -0.27
C: -3.7872 1.3506 3.2786  -0.08
C: -2.4280 0.7187 2.9281  -0.11
C: -1.4869 1.9499 2.7028  -0.14
C: -2.4125 3.1546 2.8369  -0.09
C: -4.0299 2.4863 1.0886  0.03
H: -5.9729 6.0213 3.4341  0.06
H: -7.6811 6.3360 3.8250  0.09
H: -7.2394 5.7860 2.2641  0.09
H: -8.2185 3.9199 3.5583  0.12
H: -7.1980 4.1220 4.8405  0.12
H: -6.5739 2.8366 2.1997  0.12
H: -6.3610 2.2605 3.8078  0.12
H: -4.4736 3.8513 4.1333  0.15
H: -4.7446 4.5883 2.5653  0.13
H: -4.6414 0.7403 2.9930  0.14
H: -3.8883 1.5799 4.3383  0.15
H: -2.5126 0.1581 2.0055  0.08
H: -2.1544 0.1500 3.8107  0.13
H: -0.9830 1.8056 1.7477  0.07
H: -0.7072 1.9007 3.4597  0.11
H: -2.1715 4.0118 2.2127  0.14
H: -2.4280 3.4165 3.8918  0.14
H: -4.9753 1.9965 0.8779  0.11
H: -3.2234 1.8705 0.6910  0.09
H: -4.0041 3.4697 0.6238  0.12
C: 1.0143 -6.5859 -1.8468  -0.08
C: 1.6820 -5.2149 -1.7608  -0.25
C: 0.7259 -4.1561 -1.1833  -0.18
C: -0.5017 -3.9975 -2.0568  -0.10
N: -1.3143 -2.7831 -1.6564  -0.26
C: -1.7801 -2.7868 -0.2337  -0.10
C: -3.0535 -1.9275 -0.2152  -0.12
C: -3.5093 -1.8129 -1.6898  -0.13
C: -2.6462 -2.8455 -2.3891  -0.09
C: -0.6543 -1.4822 -2.0105  0.01
H: 0.0609 -6.5559 -2.3720  0.07
H: 0.8564 -7.0191 -0.8578  0.09
H: 1.6327 -7.2917 -2.4006  0.09
H: 2.0130 -4.9344 -2.7674  0.11
H: 2.5820 -5.2693 -1.1475  0.09
H: 1.1999 -3.2259 -0.8817  0.08
H: 0.4184 -4.6555 -0.2566  0.13
H: -1.2078 -4.8188 -2.0003  0.13
H: -0.2605 -3.8176 -3.1074  0.15
H: -1.0069 -2.4583 0.4625  0.11
H: -2.0152 -3.8267 -0.0036  0.15
H: -2.7981 -0.9410 0.1731  0.08
H: -3.7784 -2.4082 0.4356  0.13
H: -3.2501 -0.8336 -2.0914  0.10
H: -4.5820 -1.9691 -1.7336  0.13
H: -2.4946 -2.6860 -3.4547  0.14
H: -3.0576 -3.8450 -2.2499  0.15
H: 0.3495 -1.6413 -1.6254  0.08
H: -1.1748 -0.6799 -1.5126  0.07
H: -0.6118 -1.3880 -3.0946  0.11
C: -2.3578 1.1015 -6.2908  -0.09
C: -1.7248 2.4702 -6.0392  -0.23
C: -0.4897 2.3905 -5.1166  -0.18
C: -0.8602 2.0849 -3.6870  -0.13
N: 0.2226 2.3560 -2.6930  -0.24
C: -0.3057 2.1007 -1.2808  -0.11
C: -0.5917 3.4551 -0.6620  -0.15
C: 0.6001 4.2303 -1.2057  -0.13
C: 0.6317 3.8226 -2.6677  -0.09
C: 1.4557 1.5207 -2.8631  0.04
H: -1.7256 0.5788 -7.0120  0.09
H: -3.3640 1.0977 -6.7035  0.09
H: -2.3820 0.4632 -5.3997  0.05
H: -2.4112 3.2595 -5.7268  0.12
H: -1.3469 2.8191 -7.0016  0.12
H: -0.1155 3.4149 -5.2264  0.12
H: 0.2662 1.7462 -5.5677  0.13
H: -1.2434 1.0748 -3.5405  0.11
H: -1.6991 2.7432 -3.4402  0.15
H: 0.5123 1.6437 -0.7204  0.12
H: -1.0912 1.3530 -1.3158  0.11
H: -0.6667 3.5344 0.4213  0.10
H: -1.5749 3.8485 -0.9446  0.13
H: 1.5090 3.9302 -0.6827  0.12
H: 0.4499 5.3083 -1.1768  0.14
H: 1.5169 4.0769 -3.2463  0.15
H: -0.1473 4.3832 -3.1883  0.14
H: 2.1237 1.9180 -2.0995  0.11
H: 1.9537 1.7122 -3.8098  0.12
H: 1.2179 0.4768 -2.6855  0.10
C: 5.1529 -3.6066 -0.9785  0.02
N: 5.9116 -2.4201 -0.5173  -0.34
C: 7.2548 -2.8463 0.0529  0.04
C: 6.1812 -1.4897 -1.6391  0.01
C: 5.2515 -1.6814 0.6135  -0.12
C: 3.9822 -0.9316 0.3019  -0.22
O: 2.8909 -1.8273 0.2100  -0.12
H: 4.4248 -3.3169 -1.7341  0.11
H: 4.5533 -4.0051 -0.1629  0.11
H: 5.8104 -4.3634 -1.3937  0.12
H: 7.9002 -1.9724 0.0912  0.12
H: 7.6749 -3.6024 -0.6021  0.12
H: 7.1196 -3.2049 1.0685  0.12
H: 5.2678 -1.2250 -2.1576  0.10
H: 6.8369 -1.9961 -2.3501  0.13
H: 6.7528 -0.6303 -1.2971  0.12
H: 5.9743 -0.9348 0.9587  0.14
H: 5.1564 -2.3086 1.4963  0.11
H: 4.0083 -0.2823 -0.5794  0.12
H: 3.7545 -0.2670 1.1474  0.11
H: 2.0316 -1.3659 0.4066  0.02

---

Which formula does entry 2 have?
C38H81INO29P7S